Entry from OMol25: a cluster of 9 separate species, C18H54O9S9 in total at a distorted geometry (the ωB97M-V functional and the def2-TZVPD basis).

Geometry as XYZ:
```
90
Properties=species:S:1:pos:R:3
S -5.0553 0.9624 2.8846
S 1.3689 7.1370 -0.4739
S -2.8543 -2.2815 9.9063
S 11.2212 -0.6487 -2.9877
S -3.0016 4.8675 -5.7206
S 2.2002 -5.7057 7.6005
S 2.4325 -2.0578 0.4358
S -5.3903 -2.4971 -5.1466
S 2.1423 -0.9367 -8.9130
O -4.0059 -1.8944 -4.9698
O 0.3978 7.1217 -1.6412
O 10.6372 -1.4849 -4.0917
O 2.6377 -6.5947 6.4433
O -3.8536 1.5295 2.1263
O -3.3463 4.0799 -6.9801
O -3.0114 -3.8175 9.7913
O 3.7597 -1.4322 0.1287
O 3.6065 -1.1100 -8.6185
C 1.1515 5.4712 0.3323
C 3.6726 -4.9177 8.3164
C -6.1276 0.5839 1.4937
C 1.1615 -0.8714 -0.2853
C -3.0064 3.7271 -4.2739
C 1.7181 -6.9720 8.8191
C -5.8879 2.5051 3.6148
C -4.5209 5.7379 -5.1307
C 1.5555 0.1563 -7.5027
C -4.5588 -1.5330 10.1998
C 12.0580 0.7679 -3.7291
C 3.0199 6.8864 -1.2414
C 1.9574 -2.2128 2.1949
C 1.1482 -2.4826 -8.5402
C 9.8370 0.4660 -2.4635
C -2.5396 -1.8898 8.1033
C -5.6422 -3.7298 -3.7656
C -6.5749 -1.2319 -4.3976
H -2.8639 -0.8930 7.8046
H 1.1325 -2.8854 2.4297
H 3.3836 -4.2228 9.1049
H 2.8313 -2.5238 2.7673
H 0.3173 5.4477 1.0335
H 1.0628 4.6976 -0.4305
H -6.6820 -0.3372 1.6733
H 1.1928 -2.6284 -7.4609
H 4.3743 -5.7066 8.5872
H -3.0345 -2.4894 7.3393
H -5.4660 5.2040 -5.0311
H 12.6917 0.3959 -4.5342
H 2.0329 5.4375 0.9727
H -6.7939 2.3347 4.1964
H -2.8426 4.3021 -3.3624
H 1.4072 -3.2903 -9.2248
H 0.4915 -0.5225 0.5005
H -4.7507 -1.5700 11.2721
H 0.5413 -1.2200 -1.1112
H 9.6940 1.4155 -2.9793
H 3.0936 5.9372 -1.7721
H -6.5177 -1.2505 -3.3093
H -4.7078 -0.4845 9.9421
H -2.1490 3.0717 -4.4269
H 1.3309 -6.5784 9.7589
H 3.1603 7.7026 -1.9502
H 4.0351 -4.4779 7.3873
H 11.4560 1.4801 -4.2933
H 1.6721 -0.0949 -0.8549
H 1.7224 -1.2165 2.5695
H -1.4805 -1.7851 7.8681
H -5.2283 3.0256 4.3092
H 0.4714 0.1393 -7.3904
H 2.1496 -0.0919 -6.6232
H -5.3999 -2.0906 9.7878
H 10.1752 0.8808 -1.5139
H -6.6415 1.5133 1.2484
H -7.5800 -1.6201 -4.5625
H 1.7691 1.2140 -7.6569
H -6.4891 -4.4015 -3.9062
H -4.7319 -4.2940 -3.5629
H 0.1707 -2.1159 -8.8534
H 1.0508 -7.6634 8.3044
H 3.9535 6.7959 -0.6862
H 12.8543 1.2157 -3.1346
H 2.6566 -7.4989 8.9913
H -4.2635 6.1379 -4.1500
H -6.3015 -0.3214 -4.9307
H -4.8368 6.5227 -5.8180
H -3.9983 3.2963 -4.1380
H -5.9030 -3.1598 -2.8739
H 8.9192 -0.1218 -2.4514
H -6.0498 3.3167 2.9055
H -5.3879 0.3746 0.7209
```

Output
Molar mass: 703.224 g/mol
Relative energy (zero: lowest compared OMol25 entry of this formula, charge and spin): 5.149 eV
Electronic energy: -135473.74989 eV
HOMO level: -8.4 eV

Here are the Löwdin charges for atoms 1 to 6, given in e: 0.839, 0.828, 0.866, 0.844, 0.843, 0.798

***

Entry from OMol25: a structure of composition C27H15Br5EuIN2O6 at a distorted geometry (the ωB97M-V functional and the def2-TZVPD basis).

Geometry as XYZ:
```
57
Properties=species:S:1:pos:R:3
Eu -0.0692 0.4362 -0.5160
I -0.5395 1.9324 -3.1719
Br -3.0935 -3.3539 -1.0442
Br -1.4852 3.1167 -6.2736
Br -5.1455 -0.5042 3.4669
Br -5.0801 -3.2438 1.6249
Br -3.1946 2.0660 2.6025
O 0.1124 -1.5630 0.8232
O 1.2420 -2.6805 2.4141
O -1.6912 1.4915 0.1257
O 0.9061 4.3286 1.5648
O 0.8325 2.7591 0.0154
O -1.5294 -0.7868 -1.3421
N 0.8331 0.7788 1.7567
N 6.1828 -3.0931 3.1128
C -2.2934 1.2744 -4.2556
C -4.0752 -0.5949 1.9160
C 3.7238 0.1472 0.5906
C -2.4374 0.4713 0.4503
C -3.2013 -1.7978 0.0236
C -3.1117 0.3100 -3.6993
C 3.0396 -1.9887 -0.3105
C -4.0421 -1.7415 1.1366
C -2.3746 -0.7366 -0.3396
C 4.5822 -1.8901 1.5299
C 2.1493 1.0520 4.1893
C -4.2459 -0.1132 -4.3714
C 1.8133 2.1804 3.4277
C 2.2471 0.0980 -1.3948
C -2.5987 1.8123 -5.5004
C -3.7296 1.3813 -6.1789
C 1.2005 -0.3064 2.4743
C 1.8740 -0.2054 3.6949
C 0.9295 3.0645 1.1899
C 0.8130 -1.5638 1.8424
C 4.5054 -0.4899 1.5162
C -4.5535 0.4273 -5.6079
C 5.4548 -2.5491 2.4107
C 1.1764 1.9911 2.2087
C -3.2794 0.4890 1.5579
C 2.9807 -0.5721 -0.3801
C 3.8194 -2.6293 0.6147
H 0.9605 -3.4550 1.8978
H -4.8761 -0.8686 -3.9279
H 2.4723 -2.5651 -1.0293
H -3.9555 1.7921 -7.1518
H 2.6227 1.1690 5.1519
H 2.1555 -1.1124 4.2045
H 0.9103 4.4635 2.5233
H -2.8468 -0.1300 -2.7529
H 5.0922 0.0787 2.2233
H 2.5586 1.1301 -1.5844
H -5.4352 0.1017 -6.1357
H 2.0418 -0.4923 -2.2942
H 2.0932 3.1641 3.7775
H 3.8722 -3.7091 0.6405
H 3.6870 1.2290 0.5630
```

Output
Molar mass: 1141.813 g/mol
Relative energy (zero: lowest compared OMol25 entry of this formula, charge and spin): 0.438 eV
Electronic energy: -421150.48787 eV
HOMO level (spin up / spin down): -7.0 / -7.0 eV
Multiplicity: 7

Here are the Löwdin charges for atoms 1 to 6, given in e: 1.651, 1.030, 0.772, 0.716, 0.713, 0.711

***

Entry from OMol25: a cluster of 2 separate species, C2H5NO in total at a distorted geometry (the ωB97M-V functional and the def2-TZVPD basis).

Geometry as XYZ:
```
9
Properties=species:S:1:pos:R:3
O 0.4636 -2.3516 0.8741
N -0.6539 1.6939 -0.3446
C 0.2595 1.7635 -1.2534
C -0.0283 -1.1874 0.8940
H 1.2173 2.3452 -1.1701
H -1.4923 1.2288 -0.6974
H 0.0636 1.2966 -2.2257
H 0.7732 -0.3243 1.1072
H -1.0810 -1.0477 0.5615
```

Output
Molar mass: 59.068 g/mol
Relative energy (zero: lowest compared OMol25 entry of this formula, charge and spin): 3.563 eV
Electronic energy: -5679.91869 eV
Charge: +1
HOMO level (spin up / spin down): -15.4 / -14.5 eV
Multiplicity: 2

Here are the Löwdin charges for atoms 1 to 6, given in e: 0.265, 0.043, -0.065, 0.160, 0.101, 0.056